C50H118N4O11S7 as an isolated structure in a non-equilibrium geometry. Source: OMol25; level of theory: ωB97M-V/def2-TZVPD.

## Properties
- E_tot (Eh) = -5806.94007
- spin multiplicity = 1
- F_max (eV Å⁻¹) = 12.31
- relative energy (zero: lowest compared OMol25 entry of this formula, charge and spin) (kcal per mole) = 1497.9
- HOMO-LUMO gap (Eh) = 0.2607

```
190
Properties=species:S:1:pos:R:3:forces:R:3
C 5.2427 1.9922 0.6310 2.338 -1.604 -1.750
S 4.4245 1.1470 -0.7799 3.545 -0.177 0.396
O 5.4865 0.8769 -1.8494 -0.830 -0.281 1.088
C 3.8994 -0.5141 0.0778 2.040 1.771 -1.306
H 4.5992 2.0608 1.5082 1.337 -0.344 -1.172
H 5.5212 3.0161 0.3814 -0.368 -0.003 -0.554
H 6.1588 1.5502 1.0227 0.326 -0.648 -0.619
H 3.1251 -1.0102 -0.5074 1.204 -0.138 -0.327
H 3.3937 -0.4208 1.0389 1.983 1.698 -1.520
H 4.7817 -1.1515 0.1354 0.158 0.128 0.003
C -1.5318 -4.5711 0.2811 0.697 0.424 -1.476
S -0.7539 -2.9277 -0.1460 5.565 -3.159 -1.828
O 0.7684 -3.0768 0.0146 -1.823 -0.936 0.627
C -0.7864 -2.9572 -1.9930 -0.567 -5.689 3.344
H -2.4938 -4.5710 -0.2314 0.049 -0.273 0.582
H -1.5812 -4.6512 1.3670 -0.008 -0.249 -0.261
H -0.9266 -5.3188 -0.2316 0.268 -0.100 0.569
H -0.4456 -3.9543 -2.2719 -0.070 -0.275 0.475
H -0.1649 -2.2065 -2.4812 0.107 -1.325 1.806
H -1.8007 -2.9377 -2.3916 0.472 -2.329 0.321
C 0.4689 -0.6089 0.4591 2.425 1.634 -3.725
S 1.4005 -0.2760 -1.0810 -2.816 0.962 0.342
O 2.0714 1.0586 -0.7784 -1.997 -4.604 -1.820
C -0.0257 0.0553 -2.1870 2.247 2.471 4.393
H 1.0984 -1.1888 1.1341 -1.137 -0.001 -1.405
H -0.5328 -1.0357 0.4080 0.747 0.487 -2.294
H 0.2515 0.2999 1.0204 2.148 0.812 -3.102
H -0.6642 0.8373 -1.7758 0.715 -1.107 -0.561
H -0.6944 -0.7920 -2.3391 1.803 2.787 3.972
H 0.3519 0.3050 -3.1785 -1.308 -1.107 1.597
C 2.1030 -3.2531 -2.2158 0.856 0.302 -0.773
S 2.9506 -2.4901 -3.6578 0.443 -1.775 0.230
O 2.8740 -3.6221 -4.7344 0.028 1.896 1.004
C 1.6924 -1.1953 -3.9091 1.825 -2.313 -1.202
H 2.2757 -2.6189 -1.3463 -0.120 -0.312 -0.424
H 2.4801 -4.2529 -2.0002 0.218 0.092 -0.306
H 1.0445 -3.2915 -2.4731 1.567 -0.203 0.273
H 1.3284 -0.7974 -2.9619 1.214 -1.728 -1.764
H 0.9615 -1.7006 -4.5404 1.517 0.928 0.496
H 2.1278 -0.4581 -4.5838 0.008 -0.992 0.781
C 4.0990 2.4008 -5.4113 0.033 -0.734 0.212
S 2.4388 1.6980 -5.0006 3.283 1.474 -2.550
O 2.2056 0.4477 -5.7605 0.633 0.411 -1.649
C 2.8260 1.2839 -3.2436 3.468 -2.262 -1.790
H 4.3127 2.1590 -6.4525 -0.010 -0.204 0.098
H 4.8039 1.9496 -4.7130 0.323 0.076 -0.291
H 4.1126 3.4867 -5.3176 -0.343 -0.057 0.234
H 3.6575 0.5868 -3.3475 0.250 -0.095 0.329
H 1.9129 0.8514 -2.8346 5.395 -1.680 -1.237
H 3.1502 2.0867 -2.5814 -0.339 0.338 -0.778
C -2.6104 -2.7622 -4.6847 1.008 -1.034 0.055
S -0.9411 -1.9790 -4.7016 -1.065 -1.528 -4.592
O -0.6046 -1.3037 -3.3896 -2.205 -2.732 -11.551
C 0.0549 -3.5082 -4.9280 -1.206 -0.324 1.005
H -2.6972 -3.4799 -5.5004 0.315 -0.140 0.212
H -3.3385 -1.9571 -4.7845 1.770 -3.776 -1.248
H -2.7513 -3.1941 -3.6939 -0.449 -0.471 -0.489
H 1.1362 -3.3805 -4.8767 -0.098 -0.011 -0.638
H -0.2471 -4.0153 -5.8443 -0.171 0.106 0.132
H -0.1957 -4.0566 -4.0199 -0.075 -0.735 -0.601
C 1.7006 2.5705 0.5785 1.474 -0.377 7.152
S 2.6220 1.5960 1.8671 -3.991 4.019 -2.374
O 3.7066 2.5987 2.2627 -4.105 1.388 3.141
C 1.3756 1.6513 3.1721 1.232 5.459 0.848
H 1.5814 3.5819 0.9668 0.229 -0.687 0.721
H 0.7641 2.1046 0.2718 0.303 0.268 0.790
H 2.4116 2.5266 -0.2465 2.073 -0.771 3.280
H 0.9882 2.6694 3.2089 0.473 0.542 0.106
H 1.8257 1.3516 4.1185 -0.509 0.661 -0.387
H 0.4805 1.0824 2.9206 0.208 9.475 2.108
C -0.6068 -0.1500 2.1754 -7.613 0.187 2.875
C -1.6498 -0.6063 3.3212 2.733 2.527 1.337
C -2.1397 0.6904 4.0912 -0.444 -0.587 0.934
C -3.4671 0.5055 4.8627 -0.192 -0.466 -0.129
C -4.5208 -0.1915 3.9944 1.561 0.477 -0.602
C -4.0133 -1.5049 3.3612 -0.416 -1.158 0.942
N -2.7344 -1.1774 2.6090 -1.354 -2.838 2.612
O -2.2814 -2.3413 1.8659 3.877 1.463 8.432
C -3.9195 -2.6344 4.4374 -0.159 -0.557 0.048
C -5.0841 -1.8971 2.3132 -0.238 -0.046 1.970
C -0.8516 -1.5070 4.3399 -4.466 -1.795 2.426
H -1.1190 0.4639 1.4345 -0.960 -0.130 0.915
H -0.2179 -1.0330 1.6684 -2.004 0.034 3.449
H 0.2278 0.4260 2.5753 -9.884 -3.888 -6.229
H -1.3771 0.9287 4.8327 0.268 -0.120 0.009
H -2.2627 1.6374 3.5657 0.147 -0.371 -1.016
H -3.8567 1.4779 5.1640 0.057 0.138 -0.078
H -3.3796 -0.0446 5.7996 0.423 -0.216 0.018
H -4.6313 0.4267 3.1035 -0.703 0.479 0.103
H -5.4413 -0.2990 4.5681 -0.079 -0.266 -0.427
H -3.0976 -2.6294 5.1533 0.262 0.264 -0.440
H -4.7834 -2.7232 5.0961 -0.492 0.861 -0.123
H -4.0034 -3.6246 3.9895 0.674 -0.112 -0.410
H -6.0829 -1.7554 2.7261 -0.075 0.382 0.307
H -4.9818 -1.2313 1.4563 1.405 -1.516 4.059
H -5.1328 -2.9279 1.9624 0.461 -0.002 0.123
H -1.1472 -1.3926 5.3828 -0.764 0.205 0.124
H 0.2299 -1.3714 4.3292 -4.052 -2.341 2.868
H -1.0688 -2.5544 4.1303 0.135 -0.387 0.013
H -1.8170 -2.8436 2.5394 0.717 -0.433 0.835
C -3.1757 0.2042 0.5217 0.267 0.772 -1.973
C -3.6913 -1.0083 -0.3504 -1.114 1.241 -0.729
C -5.2319 -0.9569 -0.3718 -0.031 0.960 -1.995
C -5.8929 0.1893 -1.2654 0.972 -0.434 0.173
C -5.2769 0.2635 -2.7145 -1.501 -0.677 1.693
C -3.7919 0.2093 -2.6849 1.668 -0.141 0.519
N -3.3081 -0.8834 -1.7617 -3.996 0.080 -0.203
O -1.9968 -1.0679 -1.8516 -2.759 1.388 2.098
C -3.3940 -0.1787 -4.1600 -0.498 1.338 1.014
C -3.2552 1.6689 -2.3454 -2.218 -2.413 -2.181
C -3.2745 -2.4005 0.1745 -3.637 0.747 -3.844
H -2.3510 0.6495 -0.0347 0.331 -0.075 -0.097
H -3.8630 1.0496 0.5559 -0.613 -0.181 -0.032
H -2.8425 -0.0409 1.5302 -0.828 0.511 -1.484
H -5.5411 -1.9139 -0.7921 -0.338 -0.137 0.094
H -5.4071 -0.9637 0.7040 -2.986 1.758 -4.176
H -6.9737 0.0486 -1.2736 -0.001 -0.259 -0.264
H -5.7859 1.1881 -0.8422 0.317 -0.023 0.397
H -5.5519 1.2060 -3.1878 -0.299 -0.122 -0.067
H -5.6350 -0.5637 -3.3273 -0.269 -0.071 0.052
H -3.9547 0.4548 -4.8472 0.621 0.689 -0.047
H -3.7116 -1.1604 -4.5116 -2.141 3.772 2.151
H -2.3164 -0.2361 -4.3136 -0.277 1.023 -0.161
H -3.6964 2.1732 -3.2052 0.038 0.817 0.099
H -2.1808 1.8295 -2.4353 -3.631 -4.927 -1.899
H -3.6009 2.1242 -1.4174 -0.026 -0.281 -0.036
H -3.6567 -3.2067 -0.4517 -0.743 0.324 -0.558
H -2.1958 -2.5414 0.2431 -3.194 1.311 -1.243
H -3.5963 -2.5091 1.2102 -1.505 -0.683 -3.089
H -1.9201 -1.9028 -2.3191 -0.773 2.051 0.400
C 1.1118 -0.6441 3.4784 7.286 -2.847 0.061
C 2.5673 -1.1394 3.4053 2.278 -0.036 -0.088
C 3.5928 0.1026 3.6740 -1.219 -2.122 0.989
C 5.0026 -0.3225 3.8616 -0.357 -0.475 0.871
C 5.0683 -1.2330 5.1132 0.366 -0.231 -1.447
C 4.2512 -2.5528 4.9767 -0.106 1.880 -0.383
N 2.8905 -2.2114 4.3988 0.881 2.262 1.612
O 1.8416 -3.0552 4.7025 -0.029 -0.323 -0.047
C 4.9550 -3.4258 3.9322 -0.881 -1.040 0.583
C 4.1986 -3.1851 6.4073 -0.185 -0.092 -0.980
C 2.8069 -1.7361 2.0096 -0.626 -1.840 0.698
H 0.9155 -0.4250 4.5280 1.197 1.404 0.004
H 0.3648 -1.3983 3.2311 3.280 0.186 -2.352
H 0.9103 0.2794 2.9355 8.716 -7.315 3.926
H 3.5262 0.8479 2.8814 1.776 -2.108 2.239
H 3.2237 0.5738 4.5849 0.394 0.002 0.223
H 5.6319 0.5528 4.0231 0.113 -0.008 -0.138
H 5.3375 -0.8489 2.9678 0.303 0.025 0.027
H 4.8048 -0.6831 6.0166 -0.011 0.028 -0.020
H 6.1205 -1.5175 5.1116 0.099 -0.257 0.790
H 5.6791 -4.0926 4.4004 0.462 0.249 -0.257
H 4.1630 -4.0784 3.5647 0.082 -0.380 -0.222
H 5.3120 -2.8884 3.0536 0.297 0.005 0.361
H 5.0691 -2.9756 7.0290 0.466 0.152 -0.570
H 3.3892 -2.7806 7.0150 -0.406 -0.345 -0.387
H 4.1777 -4.2654 6.2635 -0.517 -0.083 0.493
H 2.2650 -1.1766 1.2471 1.420 -0.986 1.191
H 2.3984 -2.7410 1.9022 -0.621 -0.223 0.522
H 3.8261 -1.9170 1.6682 -0.079 0.143 0.882
H 1.9048 -3.7479 4.0409 -0.293 -0.604 -0.272
C -1.8737 5.9087 -1.8267 -1.367 -0.712 -0.598
C -0.5088 5.7148 -2.5193 0.624 1.039 1.545
C 0.5372 6.0724 -1.3678 0.512 -1.716 0.645
C 0.9682 4.8400 -0.4748 -0.222 2.884 -1.456
C 1.3574 3.7172 -1.3821 -1.968 1.630 -2.891
C 0.2248 3.2925 -2.3483 -1.054 -0.805 1.134
N -0.2157 4.4027 -3.1571 1.664 1.743 -0.266
O -1.0674 4.0235 -4.2263 0.091 0.636 1.065
C 0.6630 2.1140 -3.2526 -1.100 4.151 0.926
C -0.9545 2.7818 -1.4768 1.761 1.512 0.569
C -0.3185 6.8561 -3.4919 -0.077 0.359 -1.038
H -2.4487 6.7533 -2.2062 0.265 0.201 -0.296
H -1.8986 6.0566 -0.7471 0.451 -0.391 0.039
H -2.5143 5.0585 -2.0612 -0.251 -0.217 0.222
H 1.4551 6.4944 -1.7771 0.013 -0.135 -0.322
H 0.1520 6.8224 -0.6769 -0.408 0.240 -0.456
H 0.2756 4.6648 0.3484 -0.580 -0.318 -0.500
H 1.8801 5.1150 0.0553 0.146 0.453 -0.003
H 1.6503 2.9740 -0.6406 -2.053 2.100 -5.633
H 2.2071 4.0807 -1.9600 0.342 -0.128 -0.140
H -0.0368 1.6547 -3.9508 -0.666 0.676 0.030
H 1.4824 2.4135 -3.9060 -2.949 2.324 1.864
H 1.1473 1.3101 -2.6983 -4.492 5.087 0.439
H -0.5629 1.8970 -0.9749 -0.677 0.832 0.571
H -1.3910 3.4498 -0.7343 0.282 0.372 -0.009
H -1.7610 2.4928 -2.1507 3.875 4.434 2.424
H -1.0239 6.9079 -4.3212 -0.116 -0.583 -0.147
H 0.6884 6.8135 -3.9071 -0.014 0.117 -0.046
H -0.4879 7.8188 -3.0097 0.330 -0.036 0.389
H -1.9113 3.9473 -3.7750 -0.817 -0.233 -0.289
```
Forces are in eV/Å.